# 1
Computed, not measured: a molecular structure, C2H2CoFO in a non-equilibrium geometry, with ωB97M-V with the def2-TZVPD basis set.

Calculated values
E_tot in eV: -44494.0499
F_max in eV Å⁻¹: 3.1
Multiplicity: 5
Expectation value of S²: 6.00
E_LUMO (spin up / spin down) in eV: 0.280 / -1.760
Relative energy (zero: lowest compared OMol25 entry of this formula, charge and spin) in eV: 0.4257

Cartesian coordinates (Å):
F  -0.3302  -1.0086  -1.2465
O  -1.0284  0.8186  -0.2229
C  -0.1934  -0.0483  0.1108
C  0.8968  -0.1629  0.8650
Co  -2.0435  0.8007  -1.8042
H  1.3848  -1.1294  0.9699
H  1.3138  0.7299  1.3279

Want to see where the charge sits? The Mulliken charges in e are:
1. F -0.47
2. O -0.61
3. C 0.84
4. C -0.74
5. Co 0.47
6. H 0.26
7. H 0.25

***

# 2
Computed, not measured: a molecular structure, C2H2CsFO, with ωB97M-V with the def2-TZVPD basis set.

Calculated values
E_tot in eV: -7414.5447
F_max in eV Å⁻¹: 0.6
E_LUMO (spin up / spin down) in eV: -0.587 / -0.586
Relative energy (zero: lowest compared OMol25 entry of this formula, charge and spin) in eV: 3.3156

Cartesian coordinates (Å):
O  -0.9689  -0.7155  -0.3282
C  -2.0687  -0.5956  0.0480
C  -3.3020  -0.4935  0.4997
H  -3.6896  -1.1853  1.2452
F  -4.1225  0.4661  0.0357
Cs  2.9198  0.0308  -0.2043
H  4.5217  1.6729  1.4970

Want to see where the charge sits? The Mulliken charges in e are:
1. O -0.36
2. C 0.64
3. C -0.33
4. H 0.28
5. F -0.22
6. Cs 0.44
7. H -0.46

***

# 3
Computed, not measured: a molecular structure, C2H2CuMgO2 in a non-equilibrium geometry, with ωB97M-V with the def2-TZVPD basis set.

Calculated values
E_tot in eV: -56274.3451
Charge: +1
F_max in eV Å⁻¹: 2.7
E_LUMO in eV: -6.208
Relative energy (zero: lowest compared OMol25 entry of this formula, charge and spin) in eV: 2.8718

Cartesian coordinates (Å):
H  -0.5049  -0.6562  3.1692
O  -1.8711  0.0421  -1.0511
C  -1.0618  0.0564  -0.1382
C  0.3969  0.3343  -0.3249
O  1.1148  -0.3579  -1.0417
Cu  2.8708  -0.1701  -2.5702
Mg  -1.6902  -0.5723  1.9129
H  0.7454  1.3238  0.0440

Want to see where the charge sits? The Mulliken charges in e are:
1. H -0.18
2. O -0.46
3. C 0.33
4. C 0.00
5. O -0.44
6. Cu 0.86
7. Mg 0.58
8. H 0.31

***

Please write out number 3 again, unchanged.
Computed, not measured: a molecular structure, C2H2CuMgO2 in a non-equilibrium geometry, with ωB97M-V with the def2-TZVPD basis set.

Calculated values
E_tot in eV: -56274.3451
Charge: +1
F_max in eV Å⁻¹: 2.7
E_LUMO in eV: -6.208
Relative energy (zero: lowest compared OMol25 entry of this formula, charge and spin) in eV: 2.8718

Cartesian coordinates (Å):
H  -0.5049  -0.6562  3.1692
O  -1.8711  0.0421  -1.0511
C  -1.0618  0.0564  -0.1382
C  0.3969  0.3343  -0.3249
O  1.1148  -0.3579  -1.0417
Cu  2.8708  -0.1701  -2.5702
Mg  -1.6902  -0.5723  1.9129
H  0.7454  1.3238  0.0440

Want to see where the charge sits? The Mulliken charges in e are:
1. H -0.18
2. O -0.46
3. C 0.33
4. C 0.00
5. O -0.44
6. Cu 0.86
7. Mg 0.58
8. H 0.31